A structure of composition C23H11AlCl5F10N3. Source: the Open Molecules 2025 dataset; level of theory: ωB97M-V/def2-TZVPD.

The energy relative to the best compared isomer or geometry (same formula, charge and spin) is 20.2 kJ/mol. The HOMO energy comes out at -7.967 eV. The HOMO-LUMO gap is 0.298 hartree. The value obtained for the total energy is -4589.44692 hartree. As for the net charge: 0.

The geometry in XYZ format:
```
53
C23H11AlCl5F10N3 | the Open Molecules 2025 dataset | ωB97M-V/def2-TZVPD
Al 0.269 -0.662 -0.351
C -0.600 -3.467 -1.001
N -1.025 -2.262 -0.270
C -2.285 -1.726 -0.846
C -2.556 -0.298 -0.368
N -1.286 0.392 -0.318
C -1.176 1.733 -0.151
C -2.170 2.705 0.005
F -3.470 2.354 0.002
C -1.865 4.046 0.182
F -2.858 4.923 0.325
C -0.557 4.495 0.217
F -0.283 5.791 0.387
C 0.465 3.568 0.069
F 1.740 3.943 0.101
C 0.122 2.252 -0.113
F 1.140 1.321 -0.249
C -1.163 -2.555 1.186
C 0.188 -2.316 1.844
N 0.673 -1.013 1.420
C 0.918 -0.036 2.377
C 2.099 0.709 2.381
F 3.060 0.432 1.491
C 2.333 1.729 3.287
F 3.479 2.407 3.249
C 1.390 2.026 4.255
F 1.617 2.996 5.140
C 0.212 1.303 4.294
F -0.718 1.591 5.205
C -0.012 0.308 3.360
F -1.201 -0.320 3.389
H -1.363 -4.247 -0.928
H -0.438 -3.214 -2.048
H 0.333 -3.841 -0.582
H -2.161 -1.733 -1.928
H -3.114 -2.395 -0.592
H -3.255 0.153 -1.078
H -3.060 -0.305 0.606
H -1.885 -1.854 1.599
H -1.541 -3.574 1.321
H 0.095 -2.394 2.929
H 0.894 -3.102 1.540
Cl -1.274 0.351 -3.503
C 0.320 -0.358 -3.475
C 0.873 -0.791 -2.275
C 2.160 -1.305 -2.378
Cl 2.852 -1.813 -0.843
C 2.894 -1.418 -3.546
Cl 4.482 -2.066 -3.539
C 2.291 -0.984 -4.724
Cl 3.144 -1.105 -6.210
C 1.003 -0.453 -4.691
Cl 0.272 0.080 -6.153
```

The molecule C3H3NOS. Source: the Open Molecules 2025 dataset; level of theory: ωB97M-V/def2-TZVPD.

The energy relative to the best compared isomer or geometry (same formula, charge and spin) is 243.3 kJ/mol. The HOMO energy comes out at -9.409 eV. The HOMO-LUMO gap is 0.281 hartree. The value obtained for the total energy is -644.19426 hartree. As for the net charge: 0.

The geometry in XYZ format:
```
9
C3H3NOS | the Open Molecules 2025 dataset | ωB97M-V/def2-TZVPD
C 0.611 0.495 0.251
C 0.910 -0.908 -0.045
C -0.856 0.488 0.281
N -0.829 -0.901 -0.268
O 1.733 -1.741 -0.173
S 1.891 1.576 0.153
H -1.173 0.558 1.416
H -1.272 1.347 -0.286
H -1.016 -0.915 -1.329
```

The molecule C10H16N8O2. Source: the Open Molecules 2025 dataset; level of theory: ωB97M-V/def2-TZVPD.

The HOMO energy comes out at -6.923 eV. The HOMO-LUMO gap is 0.236 hartree. The value obtained for the total energy is -978.98724 hartree. As for the net charge: 0.

The geometry in XYZ format:
```
36
C10H16N8O2 | the Open Molecules 2025 dataset | ωB97M-V/def2-TZVPD
O 2.071 2.661 0.833
O -2.236 -1.971 -0.970
N 1.939 0.252 -1.544
N -1.430 -1.085 2.224
N 0.474 0.390 0.483
N -0.058 -0.713 0.181
C 2.937 0.968 -1.992
C -2.606 -1.580 2.380
C 1.527 0.837 -0.363
C -1.155 -1.229 0.884
N 3.497 0.452 -3.125
N -3.185 -1.481 3.577
N 2.284 1.872 -0.078
N -2.139 -1.850 0.245
C 4.725 2.266 -0.715
C 2.885 3.446 -1.993
C -3.656 -3.538 1.127
C -4.530 -1.187 0.847
C 3.235 2.183 -1.171
C -3.291 -2.054 1.146
H 3.251 -0.535 -3.288
H 4.287 0.919 -3.555
H -2.687 -0.793 4.165
H -4.199 -1.489 3.580
H 4.878 2.999 0.068
H 5.387 2.461 -1.552
H 5.054 1.298 -0.276
H 1.864 3.430 -2.348
H 3.494 3.446 -2.919
H 3.120 4.351 -1.471
H -2.808 -4.196 1.426
H -4.464 -3.729 1.830
H -3.953 -3.798 0.111
H -5.333 -1.418 1.575
H -4.900 -1.442 -0.164
H -4.278 -0.143 0.842
```

A cluster of 3 separate species, C5H13NO4 in total. Source: the Open Molecules 2025 dataset; level of theory: ωB97M-V/def2-TZVPD.

The energy relative to the best compared isomer or geometry (same formula, charge and spin) is 60.7 kJ/mol. The HOMO energy comes out at -9.800 eV. The HOMO-LUMO gap is 0.381 hartree. The value obtained for the total energy is -554.01386 hartree. As for the net charge: 0.

The geometry in XYZ format:
```
23
C5H13NO4 | the Open Molecules 2025 dataset | ωB97M-V/def2-TZVPD
C -0.251 1.861 -1.021
N 0.039 0.589 -0.619
C -0.951 -0.485 -0.934
C -0.626 -1.219 -2.245
C 0.854 0.420 0.562
C 1.851 -0.724 0.411
O 2.436 -1.173 1.360
O 0.381 2.843 -0.697
H -1.124 1.892 -1.688
H -1.907 0.030 -0.980
H -0.922 -1.167 -0.090
H -0.764 -2.279 -2.042
H -1.193 -0.891 -3.087
H 0.436 -1.121 -2.448
H 0.226 0.315 1.449
H 1.533 1.268 0.666
H 2.076 -0.980 -0.642
H -0.200 3.365 1.381
H -0.519 2.799 2.788
O -0.913 3.008 1.931
H 0.375 -3.254 1.649
H -0.331 -2.193 2.461
O -0.504 -2.904 1.834
```

Please write out number 1 again, unchanged.
A structure of composition C23H11AlCl5F10N3. Source: the Open Molecules 2025 dataset; level of theory: ωB97M-V/def2-TZVPD.

The energy relative to the best compared isomer or geometry (same formula, charge and spin) is 20.2 kJ/mol. The HOMO energy comes out at -7.967 eV. The HOMO-LUMO gap is 0.298 hartree. The value obtained for the total energy is -4589.44692 hartree. As for the net charge: 0.

The geometry in XYZ format:
```
53
C23H11AlCl5F10N3 | the Open Molecules 2025 dataset | ωB97M-V/def2-TZVPD
Al 0.269 -0.662 -0.351
C -0.600 -3.467 -1.001
N -1.025 -2.262 -0.270
C -2.285 -1.726 -0.846
C -2.556 -0.298 -0.368
N -1.286 0.392 -0.318
C -1.176 1.733 -0.151
C -2.170 2.705 0.005
F -3.470 2.354 0.002
C -1.865 4.046 0.182
F -2.858 4.923 0.325
C -0.557 4.495 0.217
F -0.283 5.791 0.387
C 0.465 3.568 0.069
F 1.740 3.943 0.101
C 0.122 2.252 -0.113
F 1.140 1.321 -0.249
C -1.163 -2.555 1.186
C 0.188 -2.316 1.844
N 0.673 -1.013 1.420
C 0.918 -0.036 2.377
C 2.099 0.709 2.381
F 3.060 0.432 1.491
C 2.333 1.729 3.287
F 3.479 2.407 3.249
C 1.390 2.026 4.255
F 1.617 2.996 5.140
C 0.212 1.303 4.294
F -0.718 1.591 5.205
C -0.012 0.308 3.360
F -1.201 -0.320 3.389
H -1.363 -4.247 -0.928
H -0.438 -3.214 -2.048
H 0.333 -3.841 -0.582
H -2.161 -1.733 -1.928
H -3.114 -2.395 -0.592
H -3.255 0.153 -1.078
H -3.060 -0.305 0.606
H -1.885 -1.854 1.599
H -1.541 -3.574 1.321
H 0.095 -2.394 2.929
H 0.894 -3.102 1.540
Cl -1.274 0.351 -3.503
C 0.320 -0.358 -3.475
C 0.873 -0.791 -2.275
C 2.160 -1.305 -2.378
Cl 2.852 -1.813 -0.843
C 2.894 -1.418 -3.546
Cl 4.482 -2.066 -3.539
C 2.291 -0.984 -4.724
Cl 3.144 -1.105 -6.210
C 1.003 -0.453 -4.691
Cl 0.272 0.080 -6.153
```